No. 1
{"formula": "C6H13NO", "method": "ωB97M-V/def2-TZVPD", "smiles": "C=C(C)CC.C=NO", "species": ["C", "C", "C", "C", "N", "C", "C", "O", "H", "H", "H", "H", "H", "H", "H", "H", "H", "H", "H", "H", "H"], "xyz": [[-1.059, -0.808, 2.343], [-0.133, 1.065, -1.830], [1.084, -0.933, -0.785], [-1.618, 0.714, -1.850], [0.163, -1.115, 2.271], [0.631, 0.480, -0.577], [1.138, 1.304, 0.330], [0.697, -1.749, 3.391], [1.638, -1.854, 3.189], [-1.432, -0.165, 1.566], [-1.701, -1.129, 3.158], [-0.019, 2.150, -1.849], [0.345, 0.674, -2.730], [0.242, -1.554, -1.087], [1.832, -1.004, -1.575], [1.520, -1.327, 0.130], [1.097, 2.376, 0.221], [1.563, 0.972, 1.262], [-2.096, 1.123, -2.739], [-1.770, -0.364, -1.855], [-2.122, 1.142, -0.985]], "mulliken_charge": [-0.44, -0.57, -1.24, -1.11, 0.01, 0.76, -0.98, -0.46, 0.34, 0.23, 0.30, 0.34, 0.31, 0.27, 0.38, 0.34, 0.28, 0.29, 0.37, 0.31, 0.27]}

---

No. 2
{"formula": "CH4NP3", "method": "ωB97M-V/def2-TZVPD", "smiles": "P#[PH2].N#CP", "species": ["C", "N", "P", "P", "P", "H", "H", "H", "H"], "xyz": [[-3.627, -1.031, -0.276], [-4.733, -0.722, -0.510], [-1.984, -0.837, 0.143], [1.087, -1.673, -0.238], [1.172, -0.133, 0.916], [-1.551, -2.208, -0.208], [-2.326, -1.056, 1.445], [1.230, -2.173, -1.530], [0.773, -3.017, 0.150]], "mulliken_charge": [0.38, -0.39, -0.19, -0.12, -0.04, 0.04, 0.10, 0.12, 0.09]}

---

No. 3
{"formula": "C6H10O2", "method": "ωB97M-V/def2-TZVPD", "species": ["C", "C", "C", "C", "C", "C", "O", "O", "H", "H", "H", "H", "H", "H", "H", "H", "H", "H"], "xyz": [[-0.552, 0.621, -1.061], [-0.015, -0.386, -1.842], [0.782, 0.306, 2.027], [-1.848, 0.464, -0.358], [1.341, 0.217, 0.638], [0.768, -1.143, -0.203], [2.238, 0.890, 0.205], [0.037, -1.917, 0.407], [-0.062, 1.585, -1.022], [1.711, -1.431, -0.689], [0.801, -0.144, -2.508], [-0.638, -1.218, -2.146], [0.854, 1.331, 2.387], [1.384, -0.336, 2.672], [-0.238, -0.069, 2.065], [-1.976, -0.580, -0.053], [-2.669, 0.706, -1.038], [-1.919, 1.105, 0.519]], "mulliken_charge": [0.03, -0.66, -1.08, -1.13, 0.56, 0.07, -0.57, -0.61, 0.41, 0.40, 0.35, 0.30, 0.32, 0.33, 0.28, 0.33, 0.35, 0.31]}

---

No. 4
{"formula": "C36H34BrN6O3Sn", "method": "ωB97M-V/def2-TZVPD", "total_charge": -1, "species": ["Sn", "C", "N", "C", "C", "C", "N", "C", "C", "C", "C", "C", "C", "C", "O", "C", "C", "C", "N", "C", "C", "C", "C", "C", "C", "C", "O", "H", "H", "H", "H", "H", "H", "H", "H", "H", "H", "H", "H", "H", "H", "H", "H", "H", "H", "H", "H", "H", "H", "H", "H", "H", "Br", "C", "C", "C", "C", "C", "C", "N", "N", "C", "C", "C", "C", "O", "C", "N", "C", "C", "C", "C", "H", "H", "H", "H", "H", "H", "H", "H", "H"], "xyz": [[-0.307, 0.057, -0.977], [0.798, -0.468, -4.152], [-0.009, 0.726, -4.001], [-1.237, 0.623, -4.770], [-2.265, -0.313, -4.111], [-3.301, 0.380, -3.236], [-2.739, 0.934, -2.003], [-3.466, 1.786, -1.407], [-3.121, 2.557, -0.219], [-3.935, 3.665, 0.058], [-3.708, 4.504, 1.124], [-2.627, 4.214, 1.968], [-1.827, 3.123, 1.742], [-2.039, 2.246, 0.646], [-1.265, 1.217, 0.525], [0.826, 1.886, -4.264], [0.220, 3.248, -3.953], [-0.438, 3.380, -2.578], [0.277, 2.666, -1.541], [0.884, 3.353, -0.665], [1.690, 2.848, 0.433], [2.066, 3.790, 1.400], [2.885, 3.478, 2.461], [3.376, 2.169, 2.541], [3.038, 1.223, 1.606], [2.162, 1.504, 0.518], [1.865, 0.561, -0.311], [1.175, -0.571, -5.186], [0.223, -1.356, -3.899], [1.650, -0.421, -3.474], [-1.009, 0.265, -5.792], [-1.669, 1.620, -4.883], [-1.755, -1.071, -3.516], [-2.811, -0.851, -4.892], [-4.098, -0.327, -2.985], [-3.763, 1.193, -3.815], [-4.444, 2.058, -1.840], [-4.767, 3.861, -0.612], [-4.343, 5.358, 1.305], [-2.423, 4.853, 2.819], [-0.996, 2.888, 2.393], [1.188, 1.888, -5.311], [1.704, 1.760, -3.627], [-0.512, 3.543, -4.711], [1.044, 3.965, -4.030], [-1.437, 2.960, -2.628], [-0.540, 4.447, -2.329], [0.812, 4.452, -0.710], [1.687, 4.802, 1.294], [3.150, 4.222, 3.199], [4.039, 1.894, 3.355], [3.418, 0.212, 1.670], [5.800, -2.996, 2.591], [4.175, -3.891, 2.990], [3.392, -4.380, 1.956], [2.194, -5.008, 2.245], [1.771, -5.146, 3.565], [2.595, -4.696, 4.587], [3.790, -4.051, 4.309], [0.599, -5.887, 3.940], [-0.478, -5.769, 3.319], [-0.745, -4.770, 2.370], [-1.509, -5.204, 1.296], [-1.730, -4.443, 0.165], [-1.201, -3.136, 0.041], [-1.301, -2.430, -0.990], [-0.538, -2.601, 1.250], [-0.178, -1.295, 1.213], [0.322, -0.725, 2.281], [0.476, -1.413, 3.493], [0.142, -2.735, 3.547], [-0.341, -3.396, 2.396], [3.705, -4.251, 0.929], [1.568, -5.364, 1.440], [2.278, -4.845, 5.611], [4.413, -3.675, 5.109], [-1.890, -6.218, 1.353], [-2.298, -4.831, -0.669], [0.589, 0.321, 2.197], [0.848, -0.892, 4.365], [0.227, -3.279, 4.477]], "mulliken_charge": [1.14, -1.40, 1.03, -0.90, -0.45, -1.22, 0.70, -1.12, 1.11, -0.71, -0.85, -0.60, -0.38, 0.00, -0.21, -1.25, -1.11, -0.53, 0.69, -0.64, 0.80, -0.53, -0.82, -0.48, -0.50, 0.24, -1.02, 0.35, 0.39, 0.37, 0.44, 0.28, -0.01, 0.38, 0.37, 0.51, 0.17, 0.32, 0.38, 0.42, 0.41, 0.36, 0.52, 0.43, 0.38, -0.04, 0.47, 0.14, 0.31, 0.39, 0.40, 0.67, -0.21, 0.11, -0.53, 0.04, -0.01, -0.16, -0.51, -0.66, -0.46, 0.10, -0.16, -1.19, 0.62, -0.49, 0.05, 0.08, -0.12, -1.48, -0.59, 0.73, 0.41, 0.37, 0.44, 0.41, 0.37, 0.41, 0.59, 0.45, 0.60]}

---

No. 5
{"formula": "C5H11NO", "method": "ωB97M-V/def2-TZVPD", "smiles": "NCCCCC=O", "species": ["O", "C", "C", "C", "C", "C", "N", "H", "H", "H", "H", "H", "H", "H", "H", "H", "H", "H"], "xyz": [[-3.156, 0.382, -0.492], [-2.434, -0.422, -1.016], [-0.930, -0.383, -0.933], [-0.335, 0.904, -0.345], [0.110, 0.598, 1.092], [1.386, -0.212, 1.196], [2.078, -0.527, -0.079], [-2.631, -1.317, -1.630], [-0.496, -1.292, -0.490], [-0.472, -0.451, -1.983], [-1.177, 1.617, -0.341], [0.320, 1.439, -1.053], [-0.761, 0.093, 1.518], [0.035, 1.557, 1.591], [1.237, -1.193, 1.666], [2.111, 0.251, 1.868], [2.715, -1.291, 0.060], [2.402, 0.249, -0.630]], "mulliken_charge": [-0.48, 0.09, -0.58, -0.79, -0.57, -0.66, -0.46, 0.31, 0.34, 0.30, 0.40, 0.41, 0.29, 0.38, 0.34, 0.33, 0.19, 0.17]}

---

No. 6
{"formula": "C4H7NOS", "method": "ωB97M-V/def2-TZVPD", "smiles": "C=C(/C=N\\S)CO", "species": ["C", "C", "C", "C", "H", "H", "H", "H", "H", "H", "H", "N", "O", "S"], "xyz": [[1.729, -0.180, -0.826], [0.653, -0.632, 0.000], [0.151, -1.883, 0.044], [0.084, 0.443, 0.906], [2.971, -0.189, 0.652], [2.121, -1.023, -1.509], [1.242, 0.580, -1.466], [0.632, -2.668, -0.502], [-0.683, -2.036, 0.701], [0.799, 0.792, 1.712], [-3.157, 1.281, -0.073], [-1.037, 1.010, 0.829], [2.740, 0.437, -0.065], [-2.143, 0.388, -0.346]], "mulliken_charge": [-0.41, 0.29, -0.89, 0.13, 0.34, 0.29, 0.22, 0.32, 0.30, 0.29, 0.17, -0.40, -0.50, -0.13]}

---

| no. | Kohn-Sham gap (eV) | HOMO (Ha) |
| --- | --- | --- |
| 1 | 10.0 | -0.334 |
| 2 | 7.3 | -0.317 |
| 3 | 8.3 | -0.307 |
| 4 | 6.8 | -0.156 |
| 5 | 10.0 | -0.330 |
| 6 | 9.8 | -0.333 |